[1]
{"formula": "C2H8O4", "method": "ωB97M-V with the def2-TZVPD basis set", "largest_force_ev_per_a": 1.9, "orbital_gap_ha": 0.4079, "smiles": "CC(=O)O.O.O", "total_energy_ev": -10393.8101, "de_lowest_kj_mol": 85.3, "multiplicity": 1, "elements": ["C", "C", "O", "O", "H", "H", "H", "H", "O", "H", "H", "O", "H", "H"], "positions_angstrom": [[-0.857, -1.033, 2.487], [-0.955, -0.865, 1.005], [-0.764, 0.114, 0.354], [-1.349, -2.028, 0.464], [0.067, -1.554, 2.759], [-0.731, -0.092, 3.023], [-1.684, -1.584, 2.919], [-1.641, -1.962, -0.426], [1.139, 2.279, 2.285], [1.066, 2.049, 3.211], [1.091, 3.234, 2.250], [1.963, 0.748, -6.020], [2.813, 0.604, -5.598], [1.434, 0.948, -5.261]], "atomic_forces_ev_per_a": [[0.9, 0.4, 1.0], [-0.4, -0.2, 0.0], [0.1, 0.6, -0.1], [0.0, -1.2, 1.5], [-0.1, -0.3, -0.3], [-0.3, 0.2, -0.4], [-0.1, -0.1, -0.2], [-0.1, 0.6, -1.5], [0.1, -0.3, -0.2], [0.0, 0.0, 0.2], [0.0, 0.2, 0.0], [0.5, -0.1, -0.2], [0.4, -0.1, -0.3], [-0.9, 0.3, 0.5]], "nbo_charge": [-0.732, 0.791, -0.568, -0.700, 0.243, 0.233, 0.238, 0.494, -0.931, 0.463, 0.469, -0.927, 0.463, 0.464]}

=====

[2]
{"formula": "C2H8O4P", "method": "ωB97M-V with the def2-TZVPD basis set", "largest_force_ev_per_a": 4.3, "orbital_gap_ha": 0.4385, "charge": 1, "total_energy_ev": -19675.7475, "de_lowest_kj_mol": 182.4, "multiplicity": 1, "elements": ["C", "C", "O", "O", "O", "O", "P", "H", "H", "H", "H", "H", "H", "H", "H"], "positions_angstrom": [[-0.953, -0.463, 1.069], [-1.031, 0.873, 0.344], [2.152, 0.315, -0.176], [4.685, 1.035, -0.432], [3.891, -0.369, 1.580], [-0.436, 0.796, -1.007], [3.509, 0.301, 0.375], [-1.767, -1.236, 1.013], [0.023, -0.879, 0.589], [-0.754, -0.376, 2.113], [-0.365, 1.457, 0.950], [-1.971, 1.292, 0.341], [0.566, 0.605, -0.968], [5.443, 1.096, 0.093], [-0.974, 0.062, -1.343]], "atomic_forces_ev_per_a": [[1.3, -2.1, -2.1], [2.0, -1.1, 3.0], [0.1, 0.7, -0.9], [-4.1, -0.7, -0.9], [0.6, -0.4, 1.1], [-0.4, -0.1, 0.2], [0.5, 0.4, -1.0], [0.6, 1.0, -0.6], [-1.6, -0.1, 1.3], [0.2, 0.5, 0.7], [0.3, 0.9, -0.4], [-2.0, 1.1, -0.9], [-0.5, -0.1, 0.2], [2.4, 0.1, 1.5], [0.7, -0.3, -1.1]], "nbo_charge": [-0.668, -0.093, -1.110, -0.917, -0.965, -0.606, 2.492, 0.249, 0.222, 0.262, 0.227, 0.230, 0.596, 0.532, 0.551]}

=====

[3]
{"formula": "C2H8O4P2", "method": "ωB97M-V with the def2-TZVPD basis set", "largest_force_ev_per_a": 5.5, "orbital_gap_ha": 0.3249, "smiles": "CCOP1#P(O)O1.O", "total_energy_ev": -28971.3763, "de_lowest_kj_mol": 0.0, "multiplicity": 1, "elements": ["C", "C", "O", "P", "P", "O", "O", "H", "H", "H", "H", "H", "H", "O", "H", "H"], "positions_angstrom": [[1.694, 1.829, 0.020], [1.811, 0.348, -0.356], [0.530, -0.194, -0.557], [-0.669, -0.280, 0.580], [-2.438, 0.811, -0.253], [-3.549, 0.723, 0.959], [-1.829, -0.794, -0.366], [1.337, 2.003, 0.994], [2.501, 2.477, -0.380], [0.939, 2.213, -0.575], [2.296, -0.169, 0.569], [2.401, 0.248, -1.179], [-4.409, 0.937, 0.627], [0.048, -3.334, 0.202], [0.008, -2.932, -0.667], [-0.670, -3.883, 0.380]], "atomic_forces_ev_per_a": [[1.2, -0.2, -1.7], [-0.4, 0.6, 5.4], [-0.9, -0.3, -0.5], [1.4, 1.1, 0.7], [1.0, -0.2, 0.1], [1.0, -0.3, 0.3], [-1.8, -1.0, -1.0], [0.3, 0.3, 1.5], [0.2, -0.6, 1.1], [-2.0, 0.6, -1.4], [-0.5, 0.5, -1.7], [1.4, -0.7, -2.4], [-0.9, 0.1, -0.3], [2.4, 1.4, 0.2], [-0.5, -0.2, -0.2], [-1.9, -1.2, -0.1]], "nbo_charge": [-0.653, -0.048, -0.826, 1.160, 0.896, -0.985, -1.046, 0.213, 0.221, 0.214, 0.164, 0.188, 0.494, -0.949, 0.482, 0.474]}

=====

[4]
{"formula": "C2H8OS", "method": "ωB97M-V with the def2-TZVPD basis set", "largest_force_ev_per_a": 1.7, "orbital_gap_ha": 0.3495, "smiles": "CSC.O", "total_energy_ev": -15085.9791, "de_lowest_kj_mol": 48.2, "multiplicity": 1, "elements": ["C", "S", "C", "H", "H", "H", "H", "H", "H", "O", "H", "H"], "positions_angstrom": [[2.021, -2.327, 1.322], [0.338, -1.681, 1.643], [-0.211, -1.418, -0.099], [1.970, -3.408, 1.363], [2.512, -2.008, 2.233], [2.597, -1.919, 0.505], [-0.808, -0.518, -0.092], [0.684, -1.327, -0.692], [-0.765, -2.295, -0.409], [-2.162, 6.125, -3.780], [-2.853, 6.246, -3.120], [-2.646, 5.664, -4.477]], "atomic_forces_ev_per_a": [[-0.7, 0.0, 1.6], [0.4, 0.3, -1.1], [0.1, -0.5, 1.2], [0.3, -0.2, -0.5], [0.5, -0.1, 0.2], [-0.3, 0.1, -0.5], [-0.1, 0.1, -0.3], [0.1, 0.3, -0.3], [-0.3, 0.1, -0.3], [-0.4, -0.2, -0.1], [0.2, 0.1, 0.2], [0.3, 0.0, -0.1]], "nbo_charge": [-0.738, 0.147, -0.716, 0.214, 0.223, 0.219, 0.224, 0.215, 0.212, -0.930, 0.465, 0.465]}

=====

[5]
{"formula": "C2H8OS2", "method": "ωB97M-V with the def2-TZVPD basis set", "largest_force_ev_per_a": 5.8, "orbital_gap_ha": [0.1088, 0.2768], "charge": -1, "total_energy_ev": -25919.1880, "de_lowest_kj_mol": 222.1, "multiplicity": 2, "elements": ["S", "S", "H", "H", "C", "O", "C", "H", "H", "H", "H", "H", "H"], "positions_angstrom": [[0.535, -1.285, 0.970], [2.468, -1.448, 0.937], [0.174, -2.730, 1.066], [3.197, -2.037, -0.026], [-1.671, 2.356, -1.321], [-2.746, 2.341, -0.324], [-1.591, 0.994, -1.985], [-2.045, 3.069, -1.997], [-0.739, 2.830, -0.990], [-2.478, 1.856, 0.430], [-1.966, 0.977, -2.953], [-0.518, 0.540, -2.268], [-2.135, 0.389, -1.346]], "atomic_forces_ev_per_a": [[-5.3, -2.4, -0.4], [4.6, 0.5, 1.9], [0.4, 2.5, 0.0], [0.3, -0.6, -1.5], [-0.6, 0.0, 0.7], [0.5, 1.1, -1.6], [4.3, 0.1, -0.5], [-0.5, 0.9, -1.1], [0.0, -0.7, 0.6], [0.6, -0.9, 1.2], [-1.5, 0.3, -1.7], [-2.0, 1.1, 1.6], [-0.7, -1.9, 0.9]], "nbo_charge": [-0.461, -0.614, 0.098, -0.008, -0.073, -0.743, -0.638, 0.165, 0.171, 0.465, 0.197, 0.214, 0.226]}

=====

[6]
{"formula": "C2H8OS2", "method": "ωB97M-V with the def2-TZVPD basis set", "largest_force_ev_per_a": 2.4, "orbital_gap_ha": 0.2909, "smiles": "CSSC.O", "total_energy_ev": -25920.4013, "de_lowest_kj_mol": 148.0, "multiplicity": 1, "elements": ["C", "S", "S", "C", "H", "H", "H", "H", "H", "H", "O", "H", "H"], "positions_angstrom": [[0.067, -1.011, 1.670], [1.475, -1.514, 0.636], [1.927, -1.330, -1.447], [0.269, -1.212, -2.228], [-0.787, -0.648, 1.101], [-0.281, -1.790, 2.339], [0.352, -0.154, 2.281], [0.440, -1.011, -3.285], [-0.284, -2.138, -2.146], [-0.118, -0.279, -1.832], [-1.206, 3.948, 1.207], [-0.650, 3.205, 1.457], [-1.203, 3.933, 0.247]], "atomic_forces_ev_per_a": [[-0.8, 1.8, -0.9], [1.5, -1.6, 0.8], [-1.5, 0.6, 0.4], [1.3, 0.4, -0.3], [-0.1, -0.2, -0.2], [0.3, -0.6, -0.3], [0.3, -0.1, 0.0], [0.2, -0.1, -0.1], [-0.4, 0.2, 0.4], [-0.8, -0.4, 0.2], [0.0, 0.0, 0.0], [0.1, 0.0, 0.1], [0.0, 0.1, -0.1]], "nbo_charge": [-0.733, -0.017, 0.129, -0.739, 0.227, 0.238, 0.216, 0.230, 0.227, 0.223, -0.933, 0.466, 0.467]}